<1>
C9H14O | ωB97M-V with the def2-TZVPD basis set

Positions of all 24 atoms, in Å:
H1 0.0280 2.8427 -2.4141
C1 -0.8563 0.3048 2.1207
H2 0.0960 0.0152 1.6963
H3 -0.9503 -1.6892 3.0838
H4 2.1019 1.6628 -0.7861
C2 -0.4463 2.3392 -1.5493
H5 -2.4511 -0.8145 3.1195
C3 -0.0202 -1.3967 -1.8410
H6 -1.5258 2.3782 -1.5462
C4 -1.3733 -0.6805 3.1647
C5 1.4676 0.8074 -0.9803
H7 -0.7343 1.2698 2.6174
H8 -1.0564 -0.4580 4.1623
H9 -1.6008 -0.0358 -2.1520
H10 0.0547 3.0834 -0.9128
H11 -0.6211 -2.2897 -1.9363
C6 1.9923 -0.4902 -0.8894
H12 2.1051 -3.0276 -0.2739
H13 2.9256 -0.6738 -0.3724
C7 0.1872 0.9773 -1.4674
O1 1.6506 -2.8798 -1.1063
C8 1.2490 -1.5823 -1.2777
H14 -1.6626 0.4724 1.4091
C9 -0.5596 -0.1351 -1.8686

Its SMILES is Cc1ccc(O)cc1.CC. The HOMO energy comes out at -8.406 eV. Its gap between HOMO and LUMO is 9.202 eV.

Here are the Mulliken charges for atoms 1 to 5, given in e: 0.40 -0.54 0.13 0.29 0.35

=====

<2>
C9H14O | ωB97M-V with the def2-TZVPD basis set

Positions of all 24 atoms, in Å:
H1 -0.6950 -0.6486 -3.9227
H2 0.2292 -0.7538 -2.3380
C1 -0.8709 0.5600 2.0044
C2 -1.2512 -0.6403 1.3740
H3 -1.3879 -1.3946 -2.5677
H4 2.7548 1.6459 0.4696
C3 -1.3514 0.7902 -2.2793
C4 0.4958 0.8734 2.0243
H5 1.7848 -1.4008 -0.0835
H6 3.6434 0.2001 0.9335
H7 -1.6475 1.0922 2.5867
H8 -2.2628 -2.1232 1.2498
H9 -2.3615 0.7543 -2.6816
C5 -0.7627 -0.5101 -2.8232
H10 -0.6526 1.6009 -2.6376
O1 -2.4852 -1.2005 1.5439
H11 3.0376 1.3886 2.2563
C6 -0.2100 -1.2334 0.5468
H12 -0.5773 -1.9806 -0.2189
C7 1.1352 -0.9225 0.6310
C8 2.7980 0.8346 1.2462
C9 1.4908 0.2364 1.3375
H13 0.6851 1.8304 2.4644
H14 -1.5386 1.0015 -1.1157

Its SMILES is Cc1ccc(O)cc1.CC. The HOMO energy comes out at -8.247 eV. Its gap between HOMO and LUMO is 9.094 eV.

Here are the Mulliken charges for atoms 1 to 5, given in e: 0.34 0.15 -0.56 0.49 0.23

=====

Relative energies with respect to the most stable structure, expressed in kJ/mol: <1> 0.0; <2> 71.4.

=====

<1>
C9H14O | ωB97M-V with the def2-TZVPD basis set

Positions of all 24 atoms, in Å:
C1 1.0100 -2.0894 -0.2492
O1 -2.9270 -0.2267 -1.2028
H1 0.7666 3.0116 2.2833
C2 1.2210 2.1452 1.7651
C3 -0.0630 1.8751 -0.4015
H2 -3.3054 -0.9777 -0.7397
H3 -2.2888 -0.8845 1.3099
H4 2.3960 -1.6353 -1.7581
H5 1.7539 -2.5169 0.3936
C4 -0.5946 0.5177 1.4924
C5 -1.1337 1.3019 -1.0621
H6 0.6558 2.5175 -0.9132
H7 -1.4298 1.5695 -2.0732
H8 1.5608 1.5972 2.6408
C6 1.4133 -2.1472 -1.7273
C7 -1.9439 0.3166 -0.4402
C8 -1.6728 -0.1192 0.8625
H9 -0.3234 0.0922 2.4866
H10 0.5621 -1.6955 -2.2593
C9 0.1791 1.5121 0.9213
H11 0.8422 -0.9947 -0.0881
H12 0.0708 -2.6405 -0.1272
H13 1.2044 -3.0852 -2.2829
H14 2.0464 2.5561 1.1695

Its SMILES is Cc1ccc(O)cc1.CC. The HOMO energy comes out at -8.295 eV. Its gap between HOMO and LUMO is 9.111 eV.

Here are the Mulliken charges for atoms 1 to 5, given in e: -0.40 -0.55 0.33 -1.59 -0.40

=====

<2>
C9H14O | ωB97M-V with the def2-TZVPD basis set

Positions of all 24 atoms, in Å:
H1 2.1652 -0.1901 -3.1191
C1 0.2052 -0.5646 -2.4702
H2 1.8326 -1.6713 1.6382
H3 -2.9858 2.4988 0.2119
C2 1.1120 -1.4045 2.4154
C3 -1.1279 -0.6634 1.4553
C4 1.3053 -0.7625 -3.4824
H4 -0.7794 -0.9336 -2.7531
C5 -1.3540 1.5704 0.6016
H5 1.6584 -1.7791 -3.5895
H6 -1.4913 -1.6802 1.5199
C6 0.1628 -0.3753 1.8381
O1 -2.0490 2.5955 0.0032
H7 -3.0020 0.2061 0.9328
H8 0.2913 2.8939 0.8458
C7 0.6393 0.9456 1.7401
H9 0.1073 0.4666 -2.1481
H10 0.3258 -0.9624 -1.4516
H11 1.1160 -0.2351 -4.4043
C8 -0.0867 1.9089 1.0819
H12 0.5721 -2.2908 2.7447
H13 1.6213 1.0593 2.1791
H14 1.6919 -1.0091 3.2459
C9 -1.9304 0.3769 0.9643

Its SMILES is Cc1ccc(O)cc1.CC. The HOMO energy comes out at -8.474 eV. Its gap between HOMO and LUMO is 9.349 eV.

Here are the Mulliken charges for atoms 1 to 5, given in e: 0.28 -0.64 0.29 0.31 -1.43

=====

<3>
C9H14O | ωB97M-V with the def2-TZVPD basis set

Positions of all 24 atoms, in Å:
C1 -1.4233 0.2541 2.9645
C2 -1.3855 2.3852 -0.1609
H1 -1.2738 2.7935 1.9454
H2 -0.6767 -0.6055 -1.5664
H3 -0.8586 0.8898 3.6408
C3 2.6579 -1.2713 -1.3200
O1 -1.1534 1.8009 -2.4910
H4 -2.4771 0.2961 3.2335
C4 -1.2983 0.6834 1.5234
H5 -1.0969 -0.7742 3.1241
H6 1.5374 -2.6995 -0.1387
H7 2.8540 -3.4200 -1.1184
C5 -0.9096 0.1313 -0.8128
H8 -0.4563 2.4294 -2.7061
H9 2.0471 -0.4822 -0.8858
H10 -0.9130 -1.2728 0.8334
H11 -1.5194 3.4202 -0.4460
H12 1.3566 -2.8489 -1.9007
C6 -1.3655 2.0361 1.1810
H13 3.6103 -1.1580 -0.7912
H14 2.8571 -1.1356 -2.3776
C7 -1.1140 1.4617 -1.1548
C8 -1.0636 -0.2447 0.5136
C9 2.0644 -2.6689 -1.0893

Its SMILES is Cc1ccc(O)cc1.CC. The HOMO energy comes out at -8.720 eV. Its gap between HOMO and LUMO is 9.577 eV.

Here are the Mulliken charges for atoms 1 to 5, given in e: -1.37 -0.32 0.36 0.55 0.35

=====

<4>
C9H14O | ωB97M-V with the def2-TZVPD basis set

Positions of all 24 atoms, in Å:
H1 -0.7002 1.4808 -1.9760
O1 -0.0361 -2.9564 1.2567
C1 1.4130 0.3255 1.6257
H2 -0.4454 -0.7714 -2.9523
H3 2.4726 0.7211 2.0368
H4 0.5865 3.0648 1.4922
C2 1.0690 -1.0780 1.7713
C3 -0.0221 -1.5920 1.1183
H5 1.7472 -1.6447 2.3673
H6 -1.6363 2.0130 -3.5221
C4 0.6697 1.1126 0.7820
C5 -1.3081 1.2683 -2.8092
H7 0.2026 0.3181 -4.1227
H8 -2.2586 0.9584 -2.2535
C6 -1.0745 -0.8102 0.4739
H9 -2.0866 -1.0787 -0.0298
H10 2.1596 2.5689 0.6730
H11 0.7315 3.2994 -0.2023
H12 -0.8133 -3.2135 0.7256
C7 -0.6259 0.5364 0.3567
C8 1.0520 2.5991 0.6572
H13 -1.1498 1.1397 -0.2567
C9 -0.7095 0.1451 -3.5762
H14 -1.3033 -0.2455 -4.4310

Its SMILES is Cc1ccc(O)cc1.CC. The HOMO energy comes out at -8.288 eV. Its gap between HOMO and LUMO is 9.146 eV.

Here are the Mulliken charges for atoms 1 to 5, given in e: -0.12 -0.54 -0.31 0.21 0.14

=====

Relative energies with respect to the most stable structure, expressed in kJ/mol: <1> 51.5; <2> 28.6; <3> 0.0; <4> 187.7.